Formula: C30H28ClFInN6O5
Source: the OMol25 dataset
Level of theory: ωB97M-V/def2-TZVPD

Last column: Löwdin charge in e.
Positions of all 72 atoms, in Å:
In: -3.915 -2.040 -0.462  0.64
O: 0.091 -3.895 2.993  0.04
C: -0.930 -3.548 3.804  -0.26
C: -0.744 -3.722 5.175  -0.02
C: -1.749 -3.394 6.062  -0.08
C: -2.963 -2.885 5.605  -0.08
C: -3.150 -2.705 4.251  -0.02
C: -2.148 -3.027 3.331  -0.07
C: -2.398 -2.769 1.895  -0.38
O: -3.487 -2.156 1.582  -0.08
N: -1.467 -3.169 1.059  0.10
N: -1.697 -2.776 -0.296  -0.07
C: -1.083 -1.083 -1.980  -0.08
C: -2.023 -1.633 -3.018  -0.19
C: -1.566 -1.841 -4.309  0.02
C: -2.441 -2.328 -5.264  -0.02
C: -3.755 -2.584 -4.909  -0.02
C: -4.140 -2.353 -3.604  -0.08
N: -3.291 -1.887 -2.683  0.06
H: -0.252 -3.816 2.068  0.06
H: 0.198 -4.131 5.514  0.12
H: -1.590 -3.544 7.122  0.11
H: -3.751 -2.637 6.302  0.10
H: -4.081 -2.310 3.869  0.12
H: -0.179 -0.741 -2.478  0.16
H: -0.533 -1.638 -4.554  0.12
H: -2.098 -2.511 -6.274  0.12
H: -4.470 -2.965 -5.623  0.12
H: -5.150 -2.543 -3.263  0.10
F: -0.637 4.629 -0.591  0.07
C: -0.169 3.360 -0.571  -0.20
C: -1.058 2.323 -0.639  0.09
C: -0.610 1.004 -0.700  -0.05
C: -1.615 0.005 -1.079  -0.28
O: -2.778 0.032 -0.674  0.04
C: -0.681 -1.957 -0.810  -0.14
C: 0.432 -1.667 -0.126  0.05
N: 1.256 -0.560 -0.338  0.01
C: 2.663 -0.744 -0.043  -0.26
C: 3.095 -1.594 1.114  -0.07
C: 3.282 -0.109 1.172  -0.10
C: 0.771 0.721 -0.566  -0.12
C: 1.651 1.815 -0.545  0.05
C: 1.205 3.127 -0.552  -0.15
N: 2.167 4.171 -0.512  -0.11
C: 1.824 5.474 0.037  -0.13
C: 3.134 6.250 0.259  -0.07
N: 4.255 5.257 0.355  0.05
C: 4.498 4.584 -0.973  -0.07
C: 3.127 4.283 -1.595  -0.12
C: -2.164 -3.978 -1.123  -0.63
O: -1.368 -4.539 -1.825  0.13
O: -3.414 -4.125 -0.922  -0.03
H: -2.118 2.525 -0.715  0.15
H: 0.714 -2.305 0.694  0.12
H: 3.282 -0.810 -0.931  0.15
H: 3.956 -2.226 0.955  0.11
H: 2.347 -2.016 1.769  0.10
H: 4.280 0.300 1.081  0.10
H: 2.616 0.433 1.829  0.11
H: 2.713 1.643 -0.462  0.11
H: 1.298 5.331 0.980  0.14
H: 1.182 6.073 -0.615  0.13
H: 3.112 6.841 1.171  0.14
H: 3.376 6.905 -0.576  0.14
H: 3.978 4.536 1.024  0.18
H: 5.109 5.697 0.696  0.19
H: 5.063 3.677 -0.767  0.13
H: 5.102 5.255 -1.580  0.14
H: 3.176 3.352 -2.154  0.13
H: 2.842 5.074 -2.299  0.14
Cl: -6.131 -1.419 -0.770  0.10

M: 721.86 g/mol
Electronic energy: -71151.1988 eV
Largest force on an atom: 0.0033 Eh/bohr
Kohn-Sham gap: 0.23220 Ha
Charge: +1
Energy above the lowest of the compared OMol25 structures with the same formula, charge and spin: 0.0 kcal/mol

***

Formula: C3H10N2O
Source: the OMol25 dataset
Level of theory: ωB97M-V/def2-TZVPD

Last column: Löwdin charge in e.
Positions of all 16 atoms, in Å:
C: -0.619 0.770 0.217  0.01
C: -1.783 0.219 -0.431  -0.22
C: 1.723 -0.605 -0.292  0.07
N: -3.201 0.801 -0.337  0.30
N: 2.990 -0.415 0.360  0.15
O: -0.835 0.946 -1.048  0.12
H: -0.253 1.306 0.986  0.09
H: -1.903 -0.963 -0.547  0.23
H: 1.721 -0.431 -1.295  0.06
H: 1.257 -1.505 0.077  0.09
H: -3.367 1.813 -0.134  0.21
H: -3.637 0.497 0.455  0.13
H: -3.714 0.550 -1.176  0.19
H: 2.802 -0.821 1.260  0.16
H: 3.384 0.541 0.436  0.20
H: 3.783 -0.924 -0.097  0.21

M: 90.13 g/mol
Electronic energy: -8277.6161 eV
Largest force on an atom: 0.0937 Eh/bohr
Kohn-Sham gap (alpha / beta): 0.29427 / 0.37464 Ha
Charge: +2
Energy above the lowest of the compared OMol25 structures with the same formula, charge and spin: 48.2 kcal/mol

***

Formula: C2H5InO
Source: the OMol25 dataset
Level of theory: ωB97M-V/def2-TZVPD

Last column: Löwdin charge in e.
Positions of all 9 atoms, in Å:
In: 3.459 -2.501 -0.260  1.12
C: -0.649 0.970 0.365  0.05
C: -0.184 -0.295 -0.271  -0.23
O: 0.971 -0.770 0.124  0.10
H: -1.625 1.183 -0.081  0.13
H: -0.006 1.812 0.048  0.16
H: -0.740 0.925 1.456  0.14
H: -0.244 -0.264 -1.395  0.22
H: -0.983 -1.062 0.015  0.33

M: 159.88 g/mol
Electronic energy: -9352.0425 eV
Largest force on an atom: 0.0934 Eh/bohr
Kohn-Sham gap: 0.20425 Ha
Charge: +2
Energy above the lowest of the compared OMol25 structures with the same formula, charge and spin: 14.3 kcal/mol

***

Formula: C43H64N9O5RbSSi2
Source: the OMol25 dataset
Level of theory: ωB97M-V/def2-TZVPD

Last column: Löwdin charge in e.
Positions of all 125 atoms, in Å:
Rb: -0.172 0.091 0.243  0.83
C: -2.832 -2.574 -1.601  -0.15
N: -1.434 -2.551 -1.220  -0.06
C: -0.813 -3.818 -1.531  -0.15
C: 0.658 -3.824 -1.274  -0.28
N: 1.338 -2.928 -0.629  0.19
C: 2.646 -3.392 -0.640  -0.22
C: 3.793 -2.830 -0.087  -0.06
C: 4.990 -3.500 -0.268  -0.10
C: 5.054 -4.706 -0.978  -0.11
C: 3.921 -5.283 -1.525  -0.03
C: 2.724 -4.605 -1.339  -0.19
N: 1.429 -4.864 -1.734  0.16
C: -3.590 -1.409 -1.056  -0.32
N: -3.173 -0.608 -0.125  0.16
C: -4.249 0.232 0.138  -0.23
C: -4.359 1.284 1.041  -0.02
C: -5.555 1.971 1.086  -0.08
C: -6.628 1.626 0.253  -0.09
C: -6.536 0.585 -0.650  -0.03
C: -5.330 -0.101 -0.686  -0.21
N: -4.878 -1.163 -1.448  0.17
H: -3.345 -3.492 -1.251  0.13
H: -2.901 -2.570 -2.697  0.13
H: -1.342 -2.339 -0.227  0.06
H: -0.972 -4.028 -2.597  0.13
H: -1.263 -4.667 -0.980  0.13
H: 3.715 -1.914 0.482  0.09
H: 5.895 -3.101 0.172  0.10
H: 6.006 -5.209 -1.085  0.10
H: 3.970 -6.221 -2.059  0.10
H: 1.097 -5.665 -2.241  0.16
H: -3.527 1.557 1.672  0.09
H: -5.668 2.796 1.775  0.11
H: -7.548 2.189 0.316  0.10
H: -7.362 0.325 -1.297  0.11
H: -5.382 -1.648 -2.169  0.16
C: -1.386 0.163 -3.860  -0.18
Si: -0.695 1.932 -3.901  0.46
C: 1.059 1.729 -4.610  -0.19
C: -1.624 2.809 -5.307  -0.19
C: -0.769 2.921 -2.363  -0.31
C: 0.384 3.285 -1.629  -0.40
C: 0.519 4.571 -1.001  -0.06
C: 1.596 4.889 -0.231  -0.09
C: 2.625 3.950 -0.053  -0.11
C: 2.471 2.754 -0.715  -0.20
N: 1.430 2.415 -1.477  0.02
Si: -2.399 3.639 -1.873  0.46
C: -2.833 5.331 -2.617  -0.18
C: -3.821 2.493 -2.376  -0.16
C: -2.582 3.806 0.004  -0.16
H: -1.237 -0.318 -4.830  0.02
H: -2.453 0.158 -3.644  0.01
H: -0.887 -0.450 -3.108  0.01
H: 1.000 1.674 -5.698  0.03
H: 1.488 0.802 -4.244  -0.02
H: 1.698 2.564 -4.328  0.03
H: -1.605 2.211 -6.221  0.02
H: -1.144 3.766 -5.519  0.03
H: -2.664 3.016 -5.073  0.00
H: -0.244 5.312 -1.183  0.08
H: 1.661 5.870 0.227  0.10
H: 3.488 4.141 0.568  0.08
H: 3.224 1.978 -0.590  0.08
H: -2.723 5.313 -3.700  0.01
H: -2.194 6.128 -2.237  0.01
H: -3.866 5.600 -2.387  0.02
H: -3.981 2.446 -3.450  0.02
H: -4.748 2.846 -1.922  0.03
H: -3.646 1.480 -2.017  0.01
H: -1.937 4.569 0.430  0.02
H: -2.342 2.863 0.501  0.01
H: -3.613 4.061 0.256  0.03
O: -0.829 1.274 2.490  -0.17
C: -1.616 1.019 3.386  -0.25
C: -2.161 -0.277 3.744  -0.12
C: -3.028 -0.283 4.838  0.04
C: -3.611 -1.449 5.272  -0.18
C: -3.350 -2.667 4.620  -0.01
C: -2.514 -2.693 3.548  0.00
C: -1.864 -1.510 3.035  -0.41
O: -1.091 -1.582 2.052  -0.19
N: -4.498 -1.427 6.408  -0.37
O: -4.950 -2.495 6.798  0.04
O: -4.650 -0.370 7.001  0.05
H: -1.978 1.847 4.030  0.13
H: -3.249 0.641 5.356  0.12
H: -3.824 -3.567 4.985  0.11
H: -2.304 -3.620 3.031  0.11
N: 5.402 -0.156 -4.110  0.18
C: 3.917 -0.121 -3.792  -0.14
C: 3.755 -0.229 -2.285  -0.28
N: 2.352 -0.278 -1.990  0.04
H: 5.586 -0.095 -5.115  0.17
H: 5.817 -1.023 -3.751  0.17
H: 5.872 0.628 -3.646  0.17
H: 3.455 -0.959 -4.310  0.14
H: 3.534 0.814 -4.197  0.11
H: 4.298 0.617 -1.821  0.11
H: 4.240 -1.153 -1.944  0.10
H: 2.199 -0.663 -1.064  0.00
H: 1.938 0.668 -2.005  0.02
C: 4.722 1.472 5.485  -0.11
C: 3.378 1.100 4.875  -0.30
C: 3.550 0.386 3.545  -0.35
S: 1.963 -0.060 2.797  0.94
O: 2.303 -0.525 1.404  -0.65
C: 1.554 -1.533 3.805  -0.30
C: 1.795 -2.847 3.074  -0.27
C: 3.227 -3.348 3.200  -0.10
H: 4.592 2.010 6.422  0.07
H: 5.293 2.111 4.811  0.07
H: 5.321 0.584 5.689  0.07
H: 2.773 1.996 4.722  0.11
H: 2.820 0.471 5.573  0.10
H: 4.168 -0.509 3.629  0.09
H: 4.002 1.051 2.806  0.10
H: 0.505 -1.413 4.064  0.07
H: 2.146 -1.466 4.718  0.09
H: 1.518 -2.723 2.026  0.07
H: 1.101 -3.581 3.489  0.12
H: 3.932 -2.639 2.769  0.05
H: 3.363 -4.293 2.677  0.07
H: 3.499 -3.500 4.246  0.08

M: 960.75 g/mol
Electronic energy: -96523.4299 eV
Largest force on an atom: 0.0232 Eh/bohr
Kohn-Sham gap: 0.14413 Ha
Energy above the lowest of the compared OMol25 structures with the same formula, charge and spin: 5.3 kcal/mol